{
  "formula": "C50H51GeN6RbS2SeSi",
  "method": "ωB97M-V/def2-TZVPD",
  "symbols": ["C", "C", "S", "H", "C", "C", "C", "H", "H", "C", "H", "C", "Se", "H", "S", "C", "H", "H", "H", "H", "N", "H", "C", "C", "H", "H", "C", "N", "H", "N", "H", "C", "H", "C", "C", "Ge", "C", "C", "H", "C", "H", "H", "H", "C", "H", "H", "C", "N", "H", "C", "C", "H", "C", "C", "H", "C", "C", "H", "C", "H", "C", "C", "Rb", "C", "H", "C", "N", "H", "H", "C", "C", "H", "C", "C", "C", "H", "H", "H", "H", "H", "C", "H", "N", "C", "C", "H", "H", "H", "C", "C", "C", "H", "H", "C", "H", "C", "H", "H", "H", "C", "C", "H", "H", "H", "C", "Si", "H", "H", "C", "C", "C", "C", "H"],
  "xyz": [[2.35045, 3.29031, -6.56208], [-1.59416, 1.93732, -4.16347], [0.87889, 3.17338, -1.72557], [-2.78434, 1.05468, 4.30666], [-2.23687, 1.03975, 2.16668], [-4.08934, 1.01765, -2.53520], [3.97528, -0.41834, 4.69685], [2.66127, -3.09468, 5.21093], [-3.23404, 3.25664, -4.16903], [-2.42972, 2.95253, 0.98400], [4.92076, -2.66363, -0.08696], [4.41929, -4.63300, -0.80341], [4.19572, 1.47790, 4.87007], [-1.84501, -5.05325, -1.15252], [3.12333, 0.65236, -1.26200], [-2.59159, -6.24967, 2.42225], [1.17436, 1.60359, 2.76787], [-1.88370, 3.69296, -3.04179], [1.27434, -5.84084, -0.82503], [-3.86402, -6.31101, -0.69889], [4.29649, 0.57826, -7.44279], [3.60082, 5.22171, 4.31656], [-1.04009, 2.35293, -5.39541], [-0.12969, 1.56805, -6.13348], [-6.41041, 0.34957, 1.15062], [3.87118, 3.48986, 0.02965], [2.49112, 2.57715, -5.31308], [-5.35041, 0.59230, -0.55067], [2.39164, -3.84791, 2.75238], [-2.12131, 1.66574, 1.01604], [0.74096, -0.45942, -6.19155], [-4.87828, -1.20302, 1.00580], [5.39448, -4.87453, -1.16999], [-3.19426, -6.13053, 0.14464], [-3.84622, -1.62110, 0.18369], [2.92283, 3.42590, 2.51395], [1.79753, -3.97503, 0.14289], [-2.91243, 2.99320, 3.38332], [1.20539, 3.95151, -4.45391], [-2.04521, -5.37633, -0.12568], [3.90210, -0.79485, 5.73987], [-5.10435, 1.30327, -2.93522], [2.59644, 4.60272, 0.20367], [-2.52248, 3.62835, -0.37119], [-4.46855, 2.70678, -0.67599], [-2.10766, 0.00648, 2.18457], [-0.45635, -2.00309, 4.77825], [2.07914, 3.85503, -7.53698], [0.40673, 3.15378, 2.58234], [-2.65063, 1.60421, 3.36316], [-0.57015, -2.32621, 3.42282], [2.80590, -2.12695, 0.62631], [2.84602, 1.40881, -2.80459], [-3.51323, -0.86871, -0.91491], [1.99744, 5.40849, 3.71215], [4.26298, 2.00884, 3.01296], [3.50235, 0.90271, -3.91575], [1.20302, 2.40155, 1.07995], [2.05829, -5.16178, -0.59301], [4.20504, 5.01439, 0.82642], [1.58173, -3.36669, 3.34953], [-1.12018, -4.99704, 0.87085], [-0.22211, 0.10612, -0.74280], [1.85127, 3.09269, -4.22644], [-1.36536, 3.28413, -5.83918], [-3.63106, 3.09685, -1.28752], [-3.17530, 2.12159, -2.27917], [-3.67672, 0.38255, -3.27637], [3.47063, -6.36062, -1.68558], [3.42569, 4.21666, 0.75659], [-0.46050, -0.02933, -4.45058], [0.17747, 1.95236, -7.11914], [-4.29060, 0.19691, -1.29681], [2.71501, 4.64484, 4.01358], [-5.60044, -0.06235, 0.57119], [2.26407, 4.27049, 4.92507], [4.87932, -0.74058, 4.24719], [-1.56136, 3.53934, -0.91573], [-0.72475, -5.29134, 3.00386], [4.12866, 0.06862, -3.73369], [3.29163, 1.39825, -5.20493], [-2.75765, -1.22441, -1.58733], [-1.29483, 0.75324, -3.71341], [0.15755, 0.26922, -5.65564], [1.87535, 2.49817, -2.96531], [-3.30206, -2.52145, 0.40757], [-4.08836, 3.96584, -1.72990], [5.32467, 2.30867, 2.83646], [-2.75910, 3.66092, 2.16009], [1.74790, -2.97204, 4.65386], [0.39857, -3.00104, 2.67188], [1.04025, -1.92834, 6.35178], [-2.64396, 4.71825, -0.28329], [3.31237, -5.47439, -1.10940], [-2.73375, 4.78729, 2.12882], [3.84463, 0.82995, -6.39003], [-5.08215, -1.70261, 1.92081], [3.08993, -0.79675, 4.08065], [-1.54690, -2.16406, 2.91156], [4.17967, -3.44289, -0.15122], [-2.52989, 2.85215, -3.41480], [-4.41235, -7.11710, 1.58852], [4.06096, 1.17670, 2.31507], [-2.83157, -6.52522, 3.46272], [0.79325, -2.24185, 5.34956], [0.05249, -3.39040, 0.75591], [-0.20931, -0.95609, -3.96431], [-1.30640, -1.52227, 5.26511], [2.88394, -3.16638, 0.33078], [1.23432, 2.51817, 2.22754], [-3.48135, -6.59890, 1.39554], [-1.42044, -5.52859, 2.12923], [-3.23003, 3.52594, 4.29409]],
  "atomic_forces_ev_per_a": [[-0.48, -0.19, -0.22], [0.65, 0.68, -1.79], [-0.15, -0.15, 0.14], [0.22, -0.10, -0.76], [-0.69, 0.54, 1.32], [-0.55, 0.69, -0.30], [-1.47, -0.74, 0.06], [0.47, -0.43, -0.21], [-0.14, 0.04, 0.41], [-0.33, 1.08, 0.00], [0.28, -0.02, 0.19], [-1.19, -0.41, -0.50], [-0.65, 0.49, 0.29], [-0.31, 0.06, 0.25], [-0.02, -0.01, 0.09], [0.09, -0.31, 0.00], [0.00, -0.97, 0.23], [-0.74, -0.77, 0.01], [-0.81, -0.43, -0.03], [0.06, -0.14, 0.25], [-0.89, 0.02, 2.00], [0.03, -0.33, -0.19], [0.38, -0.40, -0.56], [-1.56, -0.17, 0.11], [-0.26, -0.10, 0.28], [-0.47, 0.02, 0.94], [1.44, -0.66, -1.45], [0.44, -0.33, -0.14], [-0.68, 0.22, 0.83], [-0.31, 0.04, -0.56], [0.28, 0.03, 0.05], [-0.18, 1.39, -1.20], [0.47, -0.10, -0.24], [0.55, 0.31, -1.73], [-0.23, -0.11, 0.81], [0.68, -0.81, -0.61], [-0.71, -1.36, 0.01], [0.39, -0.50, -0.90], [0.29, -0.27, 0.60], [0.41, 0.20, -0.04], [0.01, 0.05, -0.74], [0.61, 0.13, 0.48], [-0.80, 0.34, -0.07], [1.12, 0.33, -0.25], [0.62, -0.22, -0.32], [0.68, -1.73, -0.29], [0.59, 0.15, -0.93], [0.39, -0.22, 0.51], [0.13, -0.13, -0.34], [-0.57, 1.51, 0.83], [-1.34, -0.51, -0.43], [-0.51, 0.01, 0.63], [-1.24, 0.62, 1.10], [-0.08, -0.39, -1.04], [-0.10, 0.19, -0.31], [0.78, 0.53, -0.93], [-0.61, 0.37, -1.00], [-0.26, -0.11, 1.70], [0.63, 0.50, -0.05], [-0.59, -0.34, 0.22], [0.03, 0.12, -1.38], [-0.29, 0.11, 0.17], [0.29, 0.21, -0.16], [-0.90, 0.66, 0.15], [0.12, 0.26, 0.13], [-0.64, -0.57, 0.88], [0.42, 1.55, 0.02], [0.71, -0.48, -0.80], [-0.02, -0.47, -0.27], [1.84, 0.03, 0.01], [0.24, 0.10, 0.58], [0.13, -0.35, 0.68], [-1.34, 0.87, 0.68], [0.02, 1.40, 0.27], [0.64, -0.83, 0.49], [0.12, -0.72, 0.06], [0.75, -0.78, -0.36], [-0.26, -0.26, 0.32], [-1.07, -0.31, -1.25], [0.55, -0.72, -0.09], [-0.33, 0.77, 0.48], [0.49, 0.00, -0.17], [0.91, -1.55, 0.10], [-1.13, 1.52, 0.38], [0.94, -0.20, -0.05], [0.32, -0.19, 0.09], [-0.21, 0.56, -0.81], [-0.89, -0.07, -0.10], [0.44, 1.05, 0.40], [0.34, 0.62, 0.79], [0.34, -0.57, -0.25], [-0.14, 0.08, 0.22], [-0.13, -0.28, 0.44], [0.64, 1.24, 1.33], [-0.56, -1.33, -0.09], [1.13, 0.20, -2.03], [-0.37, -0.32, 0.56], [1.12, 0.89, 0.95], [0.67, 0.14, 0.38], [-0.88, -0.41, 0.12], [0.08, -1.10, 0.54], [0.05, -0.08, 0.10], [0.03, 0.11, 0.50], [0.31, 0.05, -0.56], [-0.84, -0.33, 0.20], [-0.12, -0.01, -0.06], [-0.10, -0.49, 0.02], [0.44, -0.05, 0.15], [1.64, 1.44, -0.91], [-0.27, 0.98, -1.72], [0.22, 0.56, 1.20], [0.39, 0.19, 1.98], [0.33, -0.33, -0.51]],
  "e_lumo_ev": 3.3,
  "de_lowest_kj_mol": 112.95,
  "charge": -2
}